[1]
Below is C6H12N2 in the gas phase at a distorted geometry, with properties calculated with ωB97M-V/def2-TZVPD.

The energy above the lowest of the compared OMol25 structures with the same formula, charge and spin comes out at 112.9 kcal/mol. For the total energy, the calculation gives -9391.9543 eV. The orbital gap (spin up / spin down) is 7.06 / 7.05 eV. As for the LUMO energy (spin up / spin down): 0.4 / 0.4 eV.

Last column: natural (NBO) charge in e.
Cartesian coordinates (Å):
C (0.1818, 0.0930, 0.4350)  0.085
C (-0.0505, -0.4233, -1.3496)  -0.359
C (1.5897, -0.8815, 2.0960)  -0.420
C (-1.1065, -0.1449, 1.2000)  -0.643
C (-1.1776, 0.1300, -2.1919)  -0.651
N (1.4222, -0.2335, 0.8132)  -0.667
C (0.3845, 1.4041, -0.1302)  0.609
N (0.6183, 2.4211, -0.7293)  -0.637
H (1.1247, 2.4767, -1.6142)  0.408
H (0.9424, -0.3412, -1.7857)  0.216
H (-0.2206, -1.4530, -1.0471)  0.218
H (1.3016, -0.2536, 2.9565)  0.153
H (1.0270, -1.8219, 2.1951)  0.160
H (2.6475, -1.1291, 2.2167)  0.201
H (-1.2515, -1.2167, 1.3331)  0.226
H (-1.9644, 0.2901, 0.6885)  0.220
H (-1.0398, 0.3098, 2.1889)  0.232
H (-1.3291, -0.5088, -3.0678)  0.231
H (-0.9772, 1.1366, -2.5629)  0.206
H (-2.1225, 0.1461, -1.6444)  0.211



[2]
Below is 8 unconnected molecules or ions with the total composition C30H82N6O9 at a distorted geometry, with properties calculated with ωB97M-V/def2-TZVPD.

The energy above the lowest of the compared OMol25 structures with the same formula, charge and spin comes out at 92.6 kcal/mol. For the total energy, the calculation gives -59798.2032 eV. Its structure (SMILES) is COC[C@H](C)N.COC[C@H](C)N.COC[C@H](C)N.COC[C@H](C)N.COC[C@H](C)N.COCCNCCOC.CCO.CCO. The orbital gap is 8.91 eV. As for the LUMO energy: 0.5 eV.

Last column: Mulliken charge in e.
Cartesian coordinates (Å):
C (-30.0476, 11.0229, 6.7625)  -1.346
C (-29.1277, 10.5485, 7.9610)  0.297
C (-27.6719, 10.1777, 7.5741)  -0.640
O (-27.6660, 9.2179, 6.5847)  -0.305
C (-26.4250, 8.5979, 6.3618)  -0.766
N (-29.0199, 11.7282, 8.9301)  -0.596
H (-29.7655, 11.9924, 6.3520)  0.338
H (-31.1048, 11.1076, 7.0139)  0.369
H (-29.9998, 10.3655, 5.8944)  0.324
H (-29.5572, 9.7597, 8.5786)  0.350
H (-27.1905, 9.7560, 8.4564)  0.348
H (-27.1353, 11.0886, 7.3089)  0.290
H (-26.5590, 7.9478, 5.4972)  0.261
H (-26.1222, 7.9472, 7.1821)  0.313
H (-25.6574, 9.3179, 6.0779)  0.308
H (-29.2217, 12.6602, 8.5974)  0.216
H (-29.6958, 11.5751, 9.6649)  0.241
C (-26.8481, 11.9622, 14.4668)  -1.397
C (-25.4603, 12.6823, 14.3418)  0.436
C (-24.2775, 12.1330, 15.2149)  -0.614
O (-24.6138, 12.1255, 16.6086)  -0.298
C (-23.7535, 11.4870, 17.4774)  -0.763
N (-25.1391, 12.6285, 12.9071)  -0.644
H (-26.7395, 10.8856, 14.3352)  0.325
H (-27.7020, 12.2880, 13.8728)  0.404
H (-27.0466, 12.0252, 15.5367)  0.334
H (-25.7119, 13.7246, 14.5379)  0.170
H (-23.3520, 12.6875, 15.0600)  0.389
H (-24.1896, 11.0972, 14.8869)  0.329
H (-23.8191, 10.4037, 17.3765)  0.300
H (-23.9142, 11.8072, 18.5068)  0.260
H (-22.7066, 11.7449, 17.3170)  0.301
H (-24.6908, 11.7813, 12.5887)  0.234
H (-25.9723, 12.7657, 12.3530)  0.235
C (-14.7843, 4.9660, 1.6982)  -1.425
C (-14.4524, 5.8677, 0.5268)  0.534
C (-13.8364, 7.2253, 1.0864)  -0.729
O (-14.7735, 8.1525, 1.4264)  -0.290
C (-14.1671, 9.3164, 2.0870)  -0.897
N (-13.4333, 5.1607, -0.2583)  -0.705
H (-15.3046, 4.0518, 1.4123)  0.376
H (-15.4381, 5.4275, 2.4383)  0.278
H (-13.8741, 4.6182, 2.1866)  0.376
H (-15.3677, 6.0403, -0.0395)  0.275
H (-13.1059, 7.5934, 0.3660)  0.353
H (-13.1660, 6.9279, 1.8928)  0.361
H (-13.5749, 8.8856, 2.8943)  0.344
H (-14.7553, 10.0118, 2.6857)  0.339
H (-13.3530, 9.8213, 1.5668)  0.348
H (-13.8873, 4.4718, -0.8409)  0.244
H (-12.9138, 5.7842, -0.8596)  0.215
C (-24.4725, 5.2548, -6.1281)  -1.580
C (-23.9284, 5.1437, -4.7033)  0.561
C (-24.5176, 6.1994, -3.7153)  -0.842
O (-24.0382, 6.0068, -2.3831)  -0.320
C (-24.5056, 7.0003, -1.4737)  -0.712
N (-24.3160, 3.8059, -4.2579)  -0.679
H (-25.5301, 5.5176, -6.1064)  0.353
H (-24.1960, 4.3496, -6.6688)  0.456
H (-23.8932, 5.9950, -6.6799)  0.383
H (-22.8680, 5.3465, -4.8540)  0.234
H (-25.5970, 6.1617, -3.5682)  0.380
H (-24.3385, 7.1832, -4.1491)  0.403
H (-25.5677, 7.2140, -1.5938)  0.297
H (-23.9326, 7.9238, -1.5566)  0.285
H (-24.3287, 6.7278, -0.4333)  0.263
H (-24.7061, 3.3446, -5.0673)  0.262
H (-25.1327, 3.8189, -3.6639)  0.256
C (-15.5818, 12.8836, 14.0232)  -1.413
C (-14.8662, 13.4338, 12.8768)  0.376
C (-15.2216, 15.0129, 12.6841)  -0.795
O (-16.4965, 15.1055, 12.1328)  -0.236
C (-17.0574, 16.4466, 12.0024)  -0.719
N (-13.4607, 13.4342, 13.2258)  -0.711
H (-15.7342, 11.8133, 13.8845)  0.369
H (-16.6165, 13.2258, 14.0036)  0.373
H (-15.1933, 13.1328, 15.0107)  0.331
H (-14.9359, 12.9352, 11.9100)  0.293
H (-14.5305, 15.3174, 11.8981)  0.406
H (-15.0245, 15.5706, 13.5997)  0.351
H (-17.0729, 16.9596, 12.9640)  0.295
H (-18.0672, 16.3618, 11.6010)  0.222
H (-16.4042, 16.9527, 11.2915)  0.299
H (-13.3175, 14.2133, 13.8524)  0.264
H (-13.4164, 12.5351, 13.6838)  0.294
C (-19.4881, 7.2653, 2.8370)  -0.726
O (-19.3499, 7.6639, 4.2323)  -0.205
C (-19.8666, 6.7194, 5.1330)  -0.761
C (-19.5665, 7.4643, 6.4729)  -0.577
N (-20.4517, 8.6131, 6.6522)  -0.270
C (-20.0535, 9.3696, 7.8719)  -0.554
C (-21.2228, 10.3197, 8.1335)  -0.540
O (-21.4778, 10.4044, 9.5501)  -0.380
C (-20.5814, 11.4009, 10.1165)  -0.741
H (-19.2142, 8.1446, 2.2541)  0.158
H (-20.4143, 6.8460, 2.4440)  0.337
H (-18.6572, 6.6087, 2.5791)  0.274
H (-19.4746, 5.7056, 5.0509)  0.439
H (-20.9327, 6.5729, 4.9594)  0.350
H (-18.5127, 7.7238, 6.3707)  0.276
H (-19.7275, 6.7507, 7.2809)  0.429
H (-20.5918, 9.0814, 5.7684)  0.238
H (-19.1134, 9.8951, 7.7042)  0.345
H (-19.8818, 8.6792, 8.6977)  0.336
H (-22.1458, 9.8876, 7.7471)  0.349
H (-21.1817, 11.3143, 7.6893)  0.343
H (-20.9925, 12.3633, 9.8117)  0.337
H (-19.5132, 11.2780, 9.9379)  0.295
H (-20.7364, 11.3510, 11.1943)  0.265
C (-19.6464, 7.6786, 14.2400)  -0.856
C (-19.4783, 6.7345, 15.4442)  -0.300
O (-20.3793, 7.2081, 16.3884)  -0.514
H (-20.6185, 7.5410, 13.7665)  0.286
H (-18.7555, 7.5115, 13.6347)  0.338
H (-19.4736, 8.6972, 14.5873)  0.238
H (-18.4641, 6.9785, 15.7604)  0.238
H (-19.5742, 5.6488, 15.4538)  0.277
H (-19.9935, 7.7328, 17.0937)  0.293
C (-20.6998, 13.3989, 1.7748)  -1.144
C (-19.8891, 12.1057, 1.6683)  -0.163
O (-19.8658, 11.4184, 2.8665)  -0.440
H (-20.4001, 14.2607, 1.1786)  0.355
H (-20.5247, 13.8503, 2.7514)  0.314
H (-21.7796, 13.2543, 1.7406)  0.279
H (-18.8479, 12.3174, 1.4248)  0.272
H (-20.2752, 11.6053, 0.7803)  0.287
H (-19.5594, 10.5185, 2.7326)  0.228



[3]
Below is 2 unconnected molecules or ions with the total composition C2HCl3I2 at a distorted geometry, with properties calculated with ωB97M-V/def2-TZVPD.

The energy above the lowest of the compared OMol25 structures with the same formula, charge and spin comes out at 0.0 kcal/mol. The multiplicity is 3. For the total energy, the calculation gives -55856.1097 eV. The orbital gap (spin up / spin down) is 8.25 / 6.36 eV. The expectation value of S² is 2.010. As for the LUMO energy (spin up / spin down): -0.6 / -3.4 eV.

Last column: natural (NBO) charge in e.
Cartesian coordinates (Å):
C (0.6621, 0.1252, 0.3552)  -0.312
C (-0.6976, 0.1756, 0.0011)  -0.180
Cl (1.7242, 0.3947, -1.0835)  -0.021
Cl (1.2471, 1.4613, 1.5464)  -0.082
Cl (-1.1905, 1.5877, -0.8354)  0.082
I (-0.6263, -2.2783, -2.0489)  0.045
I (-2.1790, -0.7247, 1.3153)  0.220
H (1.0600, -0.7417, 0.7497)  0.248



[4]
Below is a molecular structure, C26H15N7NiOS, with properties calculated with ωB97M-V/def2-TZVPD.

The energy above the lowest of the compared OMol25 structures with the same formula, charge and spin comes out at 10.9 kcal/mol. For the total energy, the calculation gives -91563.0181 eV. The orbital gap (spin up / spin down) is 5.91 / 5.92 eV. As for the LUMO energy (spin up / spin down): -1.5 / -1.5 eV.

Last column: natural (NBO) charge in e.
Cartesian coordinates (Å):
Ni (-0.2923, -0.7003, -0.1536)  1.009
S (5.6763, -1.1297, 4.2338)  0.946
N (5.4199, -1.8248, 2.8002)  -0.590
C (4.1945, -1.4965, 2.4289)  0.105
C (3.5419, -1.9125, 1.2069)  -0.022
C (4.1222, -2.7381, 0.2406)  -0.126
C (3.3899, -3.0757, -0.8722)  -0.234
C (2.0894, -2.5894, -1.0054)  0.092
N (1.5358, -1.8016, -0.0997)  -0.488
C (2.2395, -1.4606, 0.9880)  0.140
C (1.5610, -0.5939, 1.9459)  0.263
N (0.3160, -0.1988, 1.6197)  -0.477
C (-0.3660, 0.5507, 2.4797)  0.103
C (0.1664, 0.9506, 3.7009)  -0.242
C (1.4488, 0.5820, 4.0327)  -0.100
C (2.1719, -0.2103, 3.1414)  -0.105
C (3.5235, -0.6708, 3.3740)  0.110
N (4.2539, -0.3963, 4.4409)  -0.588
H (5.1308, -3.1010, 0.3886)  0.241
H (3.8004, -3.7168, -1.6393)  0.240
H (1.4693, -2.8416, -1.8579)  0.236
H (-1.3524, 0.8609, 2.1656)  0.237
H (-0.4314, 1.5605, 4.3627)  0.239
H (1.9058, 0.8858, 4.9651)  0.244
N (-1.0927, -0.0824, -3.3141)  -0.815
C (-1.3272, -1.3112, -2.8065)  0.680
O (-1.0909, -1.5436, -1.5767)  -0.753
C (-1.7927, -2.3469, -3.6387)  -0.551
C (-2.0771, -2.0711, -4.9902)  0.295
N (-2.2617, -1.7696, -6.0905)  -0.389
C (-1.9261, -3.6516, -3.1177)  0.314
N (-2.0128, -4.7188, -2.6863)  -0.390
H (-1.3894, 0.1225, -4.2537)  0.414
H (-0.9058, 0.6753, -2.6785)  0.418
C (-4.7017, 2.6592, -0.0543)  -0.212
C (-4.4614, 1.2764, 0.1013)  -0.215
C (-3.1982, 0.7775, -0.0493)  -0.189
C (-2.1042, 1.6303, -0.3564)  -0.158
C (-0.7783, 1.1204, -0.4949)  -0.237
C (0.2288, 1.9947, -0.8199)  -0.312
C (-0.0205, 3.3750, -1.0134)  -0.215
C (-1.2804, 3.8755, -0.8634)  -0.215
C (-2.3558, 3.0162, -0.5279)  0.008
C (-3.6756, 3.5047, -0.3654)  -0.199
H (-5.7068, 3.0438, 0.0628)  0.215
H (-5.2856, 0.6114, 0.3254)  0.218
H (-3.0105, -0.2872, 0.0360)  0.221
H (1.2485, 1.6373, -0.9364)  0.206
H (0.7981, 4.0335, -1.2777)  0.213
H (-1.4773, 4.9321, -1.0030)  0.209
H (-3.8577, 4.5650, -0.4982)  0.208



> The lowest total energy belongs to which entry?

C26H15N7NiOS



What did the third record say?
Below is 2 unconnected molecules or ions with the total composition C2HCl3I2 at a distorted geometry, with properties calculated with ωB97M-V/def2-TZVPD.

The energy above the lowest of the compared OMol25 structures with the same formula, charge and spin comes out at 0.0 kcal/mol. The multiplicity is 3. For the total energy, the calculation gives -55856.1097 eV. The orbital gap (spin up / spin down) is 8.25 / 6.36 eV. The expectation value of S² is 2.010. As for the LUMO energy (spin up / spin down): -0.6 / -3.4 eV.

Last column: natural (NBO) charge in e.
Cartesian coordinates (Å):
C (0.6621, 0.1252, 0.3552)  -0.312
C (-0.6976, 0.1756, 0.0011)  -0.180
Cl (1.7242, 0.3947, -1.0835)  -0.021
Cl (1.2471, 1.4613, 1.5464)  -0.082
Cl (-1.1905, 1.5877, -0.8354)  0.082
I (-0.6263, -2.2783, -2.0489)  0.045
I (-2.1790, -0.7247, 1.3153)  0.220
H (1.0600, -0.7417, 0.7497)  0.248



> The highest total energy belongs to which entry?

C6H12N2



> Which value of total energy does entry 3 give?

-55856.1097 eV